# 1
Density functional theory data (wB97M-V/def2-TZVPD) for a cluster of 2 separate species, C2H9N in total.

Output
Kohn-Sham gap (eV): 10.571
SMILES: CN.C
Energy above the lowest of the compared OMol25 structures with the same formula, charge and spin (kJ/mol): 41.06
E_LUMO (eV): 1.114

Positions of all 12 atoms, in Å:
C 0.81016 -1.21269 -0.29213
N 0.66852 -1.68644 1.10689
H -0.18469 -1.13364 -0.72720
H 1.35592 -1.91611 -0.92588
H 1.33643 -0.26212 -0.33155
H 1.11995 -1.01074 1.71860
H 1.24406 -2.52016 1.24012
C -1.26265 1.95453 -0.35732
H -0.48739 2.62886 -0.00168
H -2.19298 2.48536 -0.58711
H -1.45882 1.22121 0.42937
H -0.94851 1.45195 -1.27211

Here are the natural (NBO) charges for atoms 1 to 6, given in e: -0.42 -0.83 0.19 0.18 0.18 0.35

---

# 2
Density functional theory data (wB97M-V/def2-TZVPD) for a cluster of 12 separate species, C60H138N6O12S6 in total in a non-equilibrium geometry.

Output
Kohn-Sham gap (eV): 8.182
SMILES: O=S1(=O)CCCC1.O=S1(=O)CCCC1.O=S1(=O)CCCC1.O=S1(=O)CCCC1.O=S1(=O)CCCC1.O=S1(=O)CCCC1.CCN(CC)CC.CCN(CC)CC.CCN(CC)CC.CCN(CC)CC.CCN(CC)CC.CCN(CC)CC
E_LUMO (eV): 0.191

Positions of all 222 atoms, in Å:
O -2.39888 -5.68744 0.48667
S -2.22303 -5.64517 1.97006
O -2.50838 -4.38737 2.61843
C -3.03807 -7.03854 2.78876
C -2.00384 -7.86696 3.58156
C -0.68014 -7.70780 2.83669
C -0.57422 -6.25914 2.52779
H -3.51753 -7.62640 2.00605
H -3.88336 -6.59291 3.31315
H -1.83317 -7.29673 4.49470
H -2.14712 -8.94259 3.68444
H -0.76108 -8.13009 1.83507
H 0.18005 -8.25482 3.22263
H 0.28336 -5.95662 1.92684
H -0.46128 -5.69119 3.45125
O -0.08139 1.97101 0.44943
S -0.03336 0.82536 -0.51456
O -0.27442 1.11532 -1.90527
C 1.49541 -0.01047 -0.48763
C 1.44934 -1.03029 0.60889
C 0.15674 -1.74905 0.26566
C -0.91396 -0.64223 0.22400
H 2.25138 0.76859 -0.38918
H 1.64618 -0.58719 -1.40019
H 2.28591 -1.72738 0.56080
H 1.57402 -0.58209 1.59463
H -0.16635 -2.49450 0.99231
H 0.41804 -2.15777 -0.71044
H -1.27062 -0.44189 1.23433
H -1.84181 -0.87788 -0.29720
O 2.90137 2.05029 -5.29659
S 3.27561 2.23048 -3.92987
O 3.46439 1.17791 -2.92966
C 4.83310 3.20654 -3.74074
C 4.54408 4.00085 -2.45416
C 3.13010 4.65806 -2.70244
C 2.20054 3.48583 -3.12720
H 4.99173 3.88011 -4.58290
H 5.63290 2.47738 -3.87019
H 4.53280 3.39595 -1.54748
H 5.29557 4.79038 -2.45271
H 3.18915 5.43238 -3.46732
H 2.56497 5.07208 -1.86739
H 1.46443 3.71908 -3.89651
H 1.61209 2.97755 -2.36334
O 1.72222 -7.06966 -0.25880
S 1.15690 -5.94850 -1.05326
O 1.14568 -4.65157 -0.42773
C 2.06420 -5.79459 -2.59726
C 1.04644 -5.79541 -3.70246
C -0.06434 -6.77734 -3.22841
C -0.55719 -6.39960 -1.75845
H 2.62899 -6.71963 -2.48152
H 2.82470 -5.01519 -2.64497
H 0.65199 -4.78166 -3.77174
H 1.52412 -6.08765 -4.63763
H 0.32819 -7.79381 -3.20006
H -0.91018 -6.80729 -3.91526
H -1.07498 -7.11712 -1.12194
H -1.18322 -5.51207 -1.85052
O -6.89752 -2.28424 -3.39500
S -5.44052 -2.45191 -3.54134
O -4.44554 -1.49306 -4.05333
C -4.71574 -3.11988 -1.96691
C -4.17520 -4.58786 -2.31263
C -5.03658 -5.13645 -3.46881
C -5.17959 -4.02925 -4.48037
H -5.60301 -3.37737 -1.38849
H -4.05088 -2.34295 -1.58953
H -3.14203 -4.67970 -2.64763
H -4.26069 -5.25173 -1.45236
H -6.10117 -5.25794 -3.26885
H -4.55774 -5.95779 -4.00193
H -5.66771 -4.02680 -5.45496
H -4.18779 -3.93207 -4.92195
O 0.56522 -3.17882 5.43947
S -0.85118 -3.21067 5.84704
O -1.65604 -4.41240 6.06988
C -0.85879 -2.29444 7.43993
C -1.79835 -1.05047 7.24242
C -1.54660 -0.52658 5.79550
C -1.70870 -1.86704 4.94307
H 0.15613 -1.97205 7.67252
H -1.13049 -2.86172 8.33015
H -2.85910 -1.26771 7.11702
H -1.61597 -0.30327 8.01478
H -0.50284 -0.21294 5.77868
H -2.22186 0.27426 5.49419
H -1.09861 -1.88737 4.04003
H -2.71182 -2.29114 4.89841
C 9.30690 -3.32348 2.76969
C 8.07152 -2.81664 3.45749
N 7.68090 -1.60691 2.79872
C 6.75028 -0.82932 3.64031
C 5.18545 -1.24460 3.18502
C 7.28411 -1.71461 1.41191
C 7.33396 -0.41902 0.47228
H 10.17030 -2.66678 2.87633
H 9.28463 -3.83306 1.80639
H 9.71524 -4.03380 3.48858
H 7.33671 -3.60040 3.27343
H 8.29475 -2.69062 4.51692
H 7.00007 -1.09799 4.66672
H 6.83968 0.25356 3.72677
H 4.77841 -0.67463 2.34982
H 5.23119 -2.32024 3.01470
H 4.37592 -1.01374 3.87745
H 6.27610 -2.11378 1.29931
H 7.84922 -2.42921 0.81350
H 7.10170 -0.78068 -0.52940
H 8.33515 0.00695 0.40694
H 6.51730 0.25195 0.73865
C -3.15735 3.87209 1.17102
C -3.00648 4.30409 2.60397
N -2.44043 5.60732 2.97288
C -3.08494 6.68496 2.34564
C -4.50354 6.85695 2.91569
C -0.93349 5.83540 2.79814
C -0.03188 5.06529 3.65290
H -2.19472 3.98625 0.67260
H -3.89479 4.53317 0.71576
H -3.57353 2.88429 0.97320
H -3.93035 4.27260 3.18152
H -2.45720 3.40476 2.88256
H -2.61905 7.66227 2.47178
H -3.12165 6.59983 1.25959
H -4.40733 6.86546 4.00140
H -4.90871 7.78156 2.50455
H -5.30896 6.15862 2.68824
H -0.74028 6.88374 3.02566
H -0.54242 5.79053 1.78170
H -0.02438 5.39943 4.69040
H 0.99264 5.03851 3.28178
H -0.41350 4.06710 3.86755
C -6.67211 4.89854 -5.37289
C -5.25699 5.23971 -4.87528
N -4.26223 4.93047 -5.87148
C -4.33914 5.81091 -7.06882
C -4.06987 7.31937 -6.87499
C -3.01486 5.05604 -5.13215
C -2.68034 3.67911 -4.49391
H -6.82774 3.88747 -5.74924
H -7.17462 5.69842 -5.91675
H -7.14942 4.85333 -4.39400
H -5.13814 6.29748 -4.64056
H -5.08327 4.73773 -3.92347
H -3.86064 5.26794 -7.88388
H -5.37951 5.72613 -7.38275
H -4.29483 7.70558 -5.88084
H -3.00751 7.47247 -7.06485
H -4.56935 7.99768 -7.56674
H -2.88119 5.96788 -4.55010
H -2.29812 5.23054 -5.93461
H -3.49848 2.97062 -4.62348
H -2.58755 3.94404 -3.44068
H -1.76529 3.16972 -4.79610
C -7.06913 1.23792 2.19905
C -6.82378 0.07847 3.15471
N -5.55651 0.12022 3.91094
C -4.32600 -0.00024 3.10970
C -4.29864 -1.20347 2.13819
C -5.37587 1.30619 4.80584
C -5.98540 1.15243 6.23979
H -6.23749 1.94233 2.21525
H -7.97933 1.79366 2.42440
H -7.15759 0.76402 1.22145
H -7.42706 0.12075 4.06156
H -7.09860 -0.88236 2.71954
H -3.57894 -0.19745 3.87855
H -4.10046 0.97775 2.68454
H -3.31635 -1.35449 1.69052
H -5.04830 -0.88729 1.41283
H -4.55034 -2.14327 2.62962
H -4.32830 1.47248 5.05689
H -5.51958 2.26708 4.31172
H -6.36626 0.13420 6.31878
H -5.31653 1.46521 7.04160
H -6.82596 1.84504 6.28293
C 1.87184 -4.72537 -7.91928
C 0.94662 -3.57266 -8.13155
N 1.56303 -2.23334 -8.32532
C 2.29704 -1.81453 -7.06603
C 1.34827 -1.69230 -5.82318
C 2.46908 -2.11625 -9.50286
C 1.78405 -2.53475 -10.85735
H 1.48148 -5.65059 -8.34315
H 2.00698 -4.90478 -6.85267
H 2.93320 -4.69636 -8.16578
H 0.36717 -3.54890 -9.05447
H 0.19845 -3.47758 -7.34459
H 3.07424 -2.51196 -6.75353
H 2.61367 -0.78826 -7.25207
H 0.84771 -2.60026 -5.48679
H 1.92174 -1.16813 -5.05866
H 0.53332 -1.07948 -6.20840
H 3.38361 -2.70838 -9.46958
H 2.75423 -1.07115 -9.62357
H 2.51320 -2.36600 -11.64979
H 0.97252 -1.82109 -10.99950
H 1.59735 -3.60428 -10.76064
C 7.61129 3.05377 4.46345
C 6.42487 3.99922 4.40711
N 5.67642 4.17106 5.69648
C 5.03551 2.88035 6.02767
C 4.18139 2.17221 4.82514
C 4.65823 5.24871 5.63854
C 5.28268 6.54861 5.26044
H 7.82843 2.96602 3.39891
H 7.38567 2.04831 4.81875
H 8.57733 3.37130 4.85593
H 6.86235 4.99478 4.33238
H 5.65274 3.84911 3.65253
H 5.83693 2.26671 6.43909
H 4.52748 2.99597 6.98508
H 3.47767 2.80501 4.28435
H 4.75216 1.58702 4.10412
H 3.48712 1.53281 5.37035
H 4.24788 5.29136 6.64744
H 3.79770 5.06219 4.99605
H 5.17501 6.71797 4.18908
H 6.32185 6.57189 5.58858
H 4.63702 7.23704 5.80569

Here are the Löwdin charges for atoms 1 to 6, given in e: -0.36 0.73 -0.34 -0.21 -0.18 -0.24

---

# 3
Density functional theory data (wB97M-V/def2-TZVPD) for a cluster of 12 separate species, C37H50F3O35 in total in a non-equilibrium geometry.

Output
Kohn-Sham gap (eV): 8.486
Net charge: -1
E_LUMO (eV): 1.824

Positions of all 125 atoms, in Å:
C 13.66141 13.18890 11.09464
O 15.03388 13.69312 10.96532
O 12.74498 13.79939 10.32190
C 13.86968 11.63916 10.85747
F 14.94441 11.06724 11.44444
F 12.75539 11.05956 11.32134
F 13.93146 11.38869 9.53920
C 15.48465 14.42870 12.07214
C 16.82691 15.09531 11.70807
H 17.56418 14.34981 11.70886
H 16.84665 15.64248 10.76926
H 17.05562 15.79073 12.50016
H 15.56804 13.76578 12.99620
H 14.74055 15.15243 12.30948
H 13.52512 13.34464 12.24424
C 11.75230 17.56771 7.95793
C 12.64049 16.89032 8.89523
O 12.65174 17.80618 10.04266
C 12.21910 18.99508 9.61513
O 12.03193 19.96468 10.27206
O 11.94858 18.90377 8.28814
H 10.70648 17.22168 8.06516
H 12.08052 17.43361 6.90709
H 13.67208 16.79090 8.69512
H 12.26429 15.98194 9.31623
C 13.28480 8.36356 6.37119
C 12.45128 7.25869 7.07683
O 12.47539 6.08046 6.20928
C 13.24933 6.36477 5.10291
O 13.51793 5.69149 4.17666
O 13.86751 7.63639 5.20577
H 14.07869 8.66290 7.08365
H 12.71825 9.21123 6.07417
H 11.38505 7.46972 7.23809
H 12.93545 6.99801 7.95029
C 15.00096 13.83479 7.77971
C 15.86051 12.60034 7.57446
O 17.17858 13.03178 7.54335
C 17.20947 14.31486 7.74090
O 18.21537 14.95873 7.91205
O 15.96974 14.92019 7.70556
H 14.58211 13.83856 8.75193
H 14.26323 14.00657 6.96311
H 15.72783 12.14061 6.59503
H 15.71171 11.81842 8.32436
C 20.41238 14.27530 10.59164
C 21.83544 13.84928 10.20481
O 21.92651 12.46078 10.73048
C 20.91163 12.26280 11.51622
O 20.73753 11.30414 12.24417
O 19.94275 13.18446 11.41211
H 19.77337 14.33245 9.73239
H 20.43152 15.23035 11.15687
H 22.58115 14.44748 10.72253
H 22.04149 13.71577 9.16606
C 9.87383 12.54900 11.27302
C 9.59612 11.18533 11.91002
O 9.32272 10.35820 10.72756
C 8.99946 11.15776 9.75404
O 8.56648 10.83105 8.68510
O 9.21724 12.44017 10.01569
H 10.95455 12.68273 11.21691
H 9.46917 13.39298 11.80682
H 8.69479 11.22624 12.50433
H 10.43880 10.76426 12.45316
C 18.06560 10.72429 9.81416
C 17.13361 9.62432 9.20230
O 17.24823 9.70668 7.76962
C 18.44040 10.27143 7.51365
O 18.98054 10.38197 6.47696
O 18.97740 10.88428 8.65806
H 18.63637 10.36134 10.68604
H 17.61559 11.67104 10.08996
H 16.12229 9.64064 9.64282
H 17.47237 8.64923 9.45430
C 17.07470 8.98683 14.78641
C 17.18964 9.12358 13.27083
O 16.03487 8.34460 12.85803
C 15.53165 7.67265 13.91951
O 14.58586 6.96617 13.85392
O 16.24621 7.85652 15.02364
H 16.77218 9.91994 15.25125
H 18.04701 8.70631 15.27475
H 18.07606 8.67975 12.84517
H 17.06895 10.14655 12.87389
C 11.71517 12.98002 14.21919
C 12.54990 14.06918 14.96127
O 13.87418 13.46194 14.90933
C 13.73478 12.11013 14.79211
O 14.58442 11.29929 14.93950
O 12.41285 11.77183 14.59232
H 11.69554 12.95982 13.10584
H 10.73725 12.85678 14.63638
H 12.37865 14.28635 16.02213
H 12.56474 15.07944 14.48547
C 11.46203 16.07852 12.17987
C 11.34057 17.40051 12.92027
O 10.71659 16.90724 14.21625
C 9.97931 15.83317 13.85496
O 8.96640 15.49667 14.44020
O 10.42882 15.29106 12.75040
H 12.42587 15.49367 12.39384
H 11.22507 16.25020 11.12269
H 10.64436 18.07392 12.49223
H 12.25661 17.91964 13.16789
C 19.77543 17.80205 7.62568
C 19.69893 19.14527 8.29890
O 20.87708 19.23912 9.13332
C 21.15218 17.89892 9.44828
O 21.94591 17.55577 10.30205
O 20.49946 17.07440 8.62778
H 20.26837 17.77018 6.66342
H 18.83570 17.23311 7.52957
H 18.83334 19.20306 8.98757
H 19.72517 20.08851 7.66761
C 10.12594 13.87923 7.47305
C 11.03985 12.64662 7.41242
O 12.20026 13.17612 6.68353
C 11.82070 14.25317 5.99478
O 12.52202 14.90872 5.28767
O 10.56247 14.63272 6.32011
H 10.23009 14.53942 8.35679
H 9.01946 13.65119 7.38993
H 10.66050 11.80746 6.84135
H 11.44177 12.38988 8.35513

Here are the Löwdin charges for atoms 1 to 6, given in e: -0.45 -0.14 -0.16 -0.53 0.13 0.14

---

# 4
Density functional theory data (wB97M-V/def2-TZVPD) for a cluster of 2 separate species, C3H6OS in total in a non-equilibrium geometry.

Output
Kohn-Sham gap (alpha / beta) (eV): 9.206 / 6.998
Energy above the lowest of the compared OMol25 structures with the same formula, charge and spin (kJ/mol): 516.02
E_LUMO (alpha / beta) (eV): -0.210 / -1.640

Positions of all 11 atoms, in Å:
C 0.00277 0.26210 -0.22651
C -0.57213 1.14480 -0.96280
C 1.39164 0.39958 0.31110
O -2.70415 -0.83063 0.71440
S -3.55845 0.14769 -0.34028
H -0.54562 -0.81450 -0.07136
H -1.46565 1.29106 -1.53616
H 1.74586 1.35222 0.00441
H 1.55875 0.21397 1.39066
H 2.11088 -0.35643 -0.31391
H -2.86056 -1.75698 0.37605

Here are the natural (NBO) charges for atoms 1 to 6, given in e: -0.32 -0.09 -0.63 -0.80 0.29 0.22